Entry 1:
Molecular formula: C3H7ClN2O2
Method: DFT, wB97M-V/def2-TZVPD

The geometry in XYZ format:
```
15
C3H7ClN2O2 wB97M-V/def2-TZVPD
Cl -0.732 2.333 -0.597
O 0.716 -1.626 1.345
O 1.121 -0.368 -2.299
N -0.282 -0.689 0.945
N 0.958 -0.666 -0.933
C -0.341 0.382 1.879
C -0.068 -0.203 -0.371
C -1.017 0.650 -1.069
H -1.045 1.147 1.347
H -0.535 0.558 -2.199
H 2.171 -0.656 -2.488
H -0.898 -0.105 2.750
H 1.465 -1.796 0.455
H -2.204 0.233 -0.977
H 0.692 0.806 2.212
```

## Properties
**Structure (SMILES)**: CN(O)/C(CCl)=N/O
**LUMO**: 0.45 eV
**Frontier orbital gap**: 9.2 eV
**Spin multiplicity**: 1
**M**: 138.6 g mol⁻¹

Entry 2:
Molecular formula: C12H25CrN2OSe2
Method: DFT, wB97M-V/def2-TZVPD

The geometry in XYZ format:
```
43
C12H25CrN2OSe2 wB97M-V/def2-TZVPD
Se 8.109 10.054 6.821
Se 4.661 10.718 6.396
Cr 5.998 9.727 8.187
O 5.076 8.138 8.345
N 5.312 9.138 10.771
N 5.952 10.149 10.047
C 7.496 11.484 5.516
C 5.437 9.362 12.088
C 6.001 11.342 5.067
C 6.130 10.551 12.216
C 6.447 11.070 10.946
C 9.650 10.894 7.762
C 5.175 6.970 7.443
C 7.033 12.400 10.674
C 4.126 7.151 6.382
C 4.759 5.738 8.326
C 4.981 8.396 13.072
C 4.335 12.328 7.485
H 9.923 11.834 7.228
H 3.951 11.990 8.431
H 4.458 7.816 5.542
H 5.684 8.269 13.894
H 5.599 5.412 8.972
H 10.497 10.182 7.739
H 5.529 12.218 4.674
H 6.412 10.980 13.143
H 3.237 7.605 6.800
H 6.189 6.917 6.980
H 7.894 12.304 10.024
H 9.297 11.043 8.782
H 5.318 12.829 7.596
H 4.545 4.900 7.655
H 5.021 8.273 10.249
H 7.274 12.853 11.672
H 3.976 8.681 13.536
H 3.589 12.983 6.999
H 8.236 11.337 4.713
H 3.935 5.981 9.007
H 5.862 10.524 4.319
H 4.866 7.382 12.624
H 6.279 13.069 10.192
H 7.626 12.470 5.987
H 3.741 6.185 5.893
```

## Properties
**Total charge**: +1
**LUMO (alpha / beta)**: -2.80 / -2.94 eV
**Frontier orbital gap (alpha / beta)**: 7.9 / 9.3 eV
**Spin multiplicity**: 5
**M**: 423.3 g mol⁻¹

Entry 3:
Molecular formula: C5H14N2O
Method: DFT, wB97M-V/def2-TZVPD

The geometry in XYZ format:
```
22
C5H14N2O wB97M-V/def2-TZVPD
O 0.407 -1.795 0.180
N -0.108 0.153 2.295
N -0.690 -0.824 -1.542
C 0.422 -1.298 -0.941
C 1.706 -1.139 -1.726
C -0.246 2.108 0.685
C -1.989 -0.800 -0.893
C 0.804 1.506 1.467
H -2.142 0.146 -0.368
H 2.403 -1.922 -1.434
H 1.622 0.996 0.965
H 0.008 0.008 3.296
H -0.546 3.116 0.953
H 2.150 -0.174 -1.481
H -2.770 -0.935 -1.640
H -1.007 0.640 1.850
H -2.033 -1.616 -0.174
H 1.548 -1.191 -2.803
H -0.173 1.989 -0.394
H -0.588 -0.317 -2.406
H 1.139 2.053 2.344
H 0.084 -0.703 1.767
```

## Properties
**LUMO**: 0.91 eV
**Frontier orbital gap**: 7.5 eV
**Spin multiplicity**: 1
**M**: 118.2 g mol⁻¹

Entry 4:
Molecular formula: C21H22BClCrIN6O2
Method: DFT, wB97M-V/def2-TZVPD

The geometry in XYZ format:
```
55
C21H22BClCrIN6O2 wB97M-V/def2-TZVPD
I -3.128 -1.228 1.239
Cr -1.181 0.043 -0.312
Cl -1.497 -0.577 -3.547
O 3.612 -3.360 -1.236
O 0.208 0.907 -1.214
N -0.801 2.704 0.992
N -2.706 1.350 -0.916
N -3.047 2.465 -0.231
N 3.537 1.113 -2.484
N -0.777 1.418 1.423
N 0.062 -1.364 0.540
C 0.347 3.310 1.293
C -4.851 1.832 -1.352
C 2.266 1.377 -2.189
C -0.264 -2.175 1.598
C 3.369 -0.915 -1.195
C -3.795 0.959 -1.586
C 0.363 -3.761 3.373
C -4.324 2.762 -0.470
C 0.701 -2.919 2.331
C 4.054 -0.021 -1.988
C 0.419 1.245 1.999
C -1.545 -1.295 -1.867
C 4.094 -2.122 -0.689
C -1.580 -2.328 2.092
C 1.645 2.625 -2.741
C 2.010 -0.648 -0.856
C 1.463 0.540 -1.394
C 1.308 -1.542 -0.009
C -0.954 -3.917 3.784
C -1.926 -3.170 3.133
C 1.165 2.416 1.965
B -2.076 3.445 0.522
H 5.094 -0.220 -2.231
H 1.155 -4.295 3.884
H 2.163 2.580 2.333
H 2.412 3.221 -3.233
H 0.692 0.274 2.379
H 1.164 3.205 -1.951
H 3.984 -2.225 0.394
H 5.161 -2.011 -0.906
H 1.746 -2.797 2.088
H -0.765 -2.054 -1.861
H -2.508 -1.805 -1.804
H 3.345 -3.172 -2.142
H 0.500 4.342 1.023
H -2.710 3.872 1.467
H -1.220 -4.582 4.594
H -1.720 4.336 -0.222
H -4.762 3.637 -0.018
H 0.856 2.378 -3.456
H -2.962 -3.242 3.436
H -3.752 0.080 -2.206
H 1.799 -2.484 0.186
H -5.846 1.793 -1.759
```

## Properties
**Total charge**: -1
**LUMO (alpha / beta)**: 2.26 / 2.26 eV
**Frontier orbital gap (alpha / beta)**: 5.1 / 7.1 eV
**Spin multiplicity**: 5
**M**: 615.6 g mol⁻¹

Entry 5:
Molecular formula: C38H25ClCoF5N5P
Method: DFT, wB97M-V/def2-TZVPD

The geometry in XYZ format:
```
76
C38H25ClCoF5N5P wB97M-V/def2-TZVPD
Co -0.850 0.123 0.864
Cl -2.164 1.945 0.264
P 0.762 1.041 -0.598
F -4.930 -1.714 5.099
F -4.024 -3.465 3.222
F -2.373 -2.694 1.335
F -2.498 1.719 3.108
F -4.122 0.883 4.991
N 0.171 -1.373 1.251
N 0.158 0.864 2.378
N -1.429 -1.053 -0.597
N 0.172 -2.428 0.394
N -2.555 -1.775 -2.493
C -2.812 0.404 3.098
C 1.534 0.150 4.203
C -2.315 -0.888 -1.543
C 0.434 4.905 -1.925
C 0.828 -1.386 2.348
C -2.137 -3.913 -3.562
C 1.196 -0.724 -4.819
C -0.223 -4.459 -1.590
C 2.141 -0.366 -2.634
C 0.998 0.328 -2.249
C -2.766 -1.750 2.219
C -0.042 0.500 -3.167
C -0.823 5.277 -1.464
C -0.912 -3.241 -1.576
C 0.921 3.634 -1.674
C 4.174 2.368 1.255
C 0.896 2.443 3.993
C -1.101 3.114 -0.536
C -3.635 -2.198 3.200
C -3.683 0.006 4.098
C -1.866 -2.989 -2.561
C 0.162 2.714 -0.947
C 1.553 1.450 4.695
C 0.209 2.111 2.836
C 4.255 -0.032 1.140
C 2.377 1.161 0.201
C 4.827 1.175 1.524
C -1.614 4.375 -0.768
C 0.835 -0.106 3.043
C 3.031 -0.042 0.491
C -0.485 -5.379 -2.579
C -0.691 -2.239 -0.558
C 2.952 2.366 0.595
C -1.439 -5.103 -3.564
C -2.300 -0.445 2.122
C 2.234 -0.889 -3.917
C -4.099 -1.312 4.156
C 0.056 -0.021 -4.445
H 1.369 -2.266 2.675
H 1.897 3.344 -2.044
H -2.904 0.020 -1.557
H -1.199 6.273 -1.658
H -0.320 2.863 2.266
H 0.504 -4.659 -0.816
H -2.884 -3.705 -4.317
H -0.743 0.138 -5.158
H -3.268 -1.575 -3.180
H -0.917 1.084 -2.898
H 4.765 -0.964 1.342
H 2.456 3.307 0.400
H -2.604 4.644 -0.426
H 3.130 -1.417 -4.213
H 0.900 3.469 4.332
H 0.041 -6.322 -2.593
H 1.281 -1.123 -5.821
H 2.062 -0.650 4.703
H 4.618 3.309 1.552
H 2.084 1.680 5.608
H 5.784 1.183 2.028
H 1.034 5.609 -2.485
H -1.640 -5.835 -4.335
H 2.595 -0.989 0.193
H 2.971 -0.491 -1.953
```

## Properties
**Total charge**: +2
**LUMO**: -6.49 eV
**Frontier orbital gap**: 7.2 eV
**Spin multiplicity**: 1
**M**: 772.0 g mol⁻¹

Entry 6:
Molecular formula: C17H13N3O6PdS2
Method: DFT, wB97M-V/def2-TZVPD

The geometry in XYZ format:
```
42
C17H13N3O6PdS2 wB97M-V/def2-TZVPD
Pd -0.597 0.575 0.237
S -0.646 1.769 3.177
S -1.199 3.248 -0.217
O 0.232 1.475 4.305
O -1.474 4.617 0.157
O -1.317 3.047 3.269
O -0.948 3.067 -1.636
O -2.137 2.246 0.339
O -1.483 0.637 2.804
N 2.406 -0.644 -0.804
N -1.033 -1.094 -0.831
N 0.210 -1.224 -0.309
C 3.331 -0.947 -2.998
C -3.258 -1.383 0.092
C -3.993 -3.549 0.864
C 2.959 2.007 1.346
C -2.733 -4.064 0.590
C 1.880 1.639 2.108
C -4.243 -2.203 0.615
C -1.739 -3.252 0.063
C 1.493 3.117 -0.179
C 1.042 -1.504 -2.585
C -1.996 -1.905 -0.196
C 3.413 -0.579 -1.666
C 0.554 1.994 1.771
C 1.228 -1.086 -1.250
C 2.767 2.778 0.199
C 2.103 -1.422 -3.457
C 0.366 2.728 0.573
H 0.065 -1.849 -2.890
H -3.431 -0.324 -0.059
H -4.767 -4.180 1.284
H 3.958 1.707 1.643
H 3.613 3.094 -0.401
H 2.010 1.084 3.026
H 1.317 3.674 -1.090
H -5.209 -1.776 0.856
H 1.979 -1.721 -4.492
H -2.516 -5.107 0.796
H -0.749 -3.637 -0.142
H 4.192 -0.859 -3.649
H 4.348 -0.195 -1.264
```

## Properties
**Total charge**: -2
**LUMO**: 4.87 eV
**Frontier orbital gap**: 7.1 eV
**Spin multiplicity**: 1
**M**: 525.9 g mol⁻¹

Entry 7:
Molecular formula: C18H15As3CuF18N3O6
Method: DFT, wB97M-V/def2-TZVPD

The geometry in XYZ format:
```
64
C18H15As3CuF18N3O6 wB97M-V/def2-TZVPD
As -2.827 -0.321 4.444
As -1.199 -3.820 1.147
As 1.243 3.045 2.920
Cu -0.187 -0.325 1.423
F -2.180 -4.739 0.058
F -0.268 -5.225 1.549
F 2.615 2.552 1.965
F -2.248 -4.138 2.455
F -2.766 1.387 4.566
F -0.139 -2.830 2.132
F -0.100 -3.542 -0.196
F 0.733 4.073 1.617
F 1.737 2.008 4.208
F -1.449 -0.310 3.337
F -1.729 -0.456 5.772
F -2.056 -2.379 0.721
F 2.197 4.343 3.579
F -2.892 -2.037 4.367
F -0.131 3.526 3.815
F -4.208 -0.329 5.510
F -3.877 -0.181 3.070
F 0.345 1.720 2.193
O -0.948 -0.573 -1.429
O -2.133 1.162 0.947
O 2.013 -0.649 1.801
O 3.631 -2.087 1.909
O 1.031 -1.209 -0.912
O -2.845 2.941 1.938
N 3.109 -1.070 1.487
N -2.592 2.288 0.960
N 0.024 -1.290 -1.577
C 1.121 -3.018 -2.922
C 3.293 0.892 0.029
C -2.841 2.905 -0.350
C 3.986 1.666 -0.888
C -1.227 -2.573 -3.237
C -2.721 2.134 -1.489
C -3.162 4.875 -1.655
C -1.279 -3.581 -4.179
C -2.972 4.131 -2.818
C 3.869 -0.256 0.526
C 5.842 0.124 -0.734
C 5.260 1.258 -1.282
C 5.140 -0.664 0.160
C -0.139 -4.312 -4.497
C 1.062 -4.030 -3.862
C -0.029 -2.317 -2.610
C -3.120 4.257 -0.417
C -2.800 2.760 -2.729
H -3.273 5.951 -1.684
H -2.920 4.645 -3.770
H 2.043 -2.803 -2.403
H 5.732 1.825 -2.078
H -0.214 -5.052 -5.283
H 5.532 -1.599 0.530
H -2.668 2.167 -3.625
H 3.524 2.560 -1.279
H -2.504 1.078 -1.434
H 2.335 1.213 0.415
H -2.191 -3.763 -4.732
H 1.928 -4.669 -3.976
H 6.838 -0.141 -1.067
H -3.250 4.812 0.501
H -2.101 -2.011 -2.939
```

## Properties
**Total charge**: -2
**LUMO**: 3.27 eV
**Frontier orbital gap**: 7.5 eV
**Spin multiplicity**: 1
**M**: 999.6 g mol⁻¹

Entry 8:
Molecular formula: C20H60O20
Method: DFT, wB97M-V/def2-TZVPD

The geometry in XYZ format:
```
100
C20H60O20 wB97M-V/def2-TZVPD
O 3.792 -0.345 -1.838
O 1.358 3.108 3.558
O 0.689 2.370 0.851
O -2.530 2.314 3.678
O 2.909 -2.913 -1.799
O -2.284 -1.575 -1.453
O 0.295 -2.392 -0.779
O 0.943 -1.876 -6.716
O 2.800 0.194 0.710
O -0.578 0.396 -0.608
O -5.206 1.850 2.597
O -2.078 4.054 -3.304
O 4.385 -2.601 -4.644
O 0.629 3.159 -3.994
O 1.637 -0.670 -4.160
O 0.480 1.223 5.552
O -2.017 -3.798 0.342
O -3.340 -0.324 4.268
O -1.988 -3.362 3.108
O 1.678 0.228 3.436
C 0.345 -3.303 0.413
C -2.989 -1.141 3.115
C 0.473 3.694 1.342
C -0.040 -0.002 5.023
C -1.901 0.484 -0.131
C -1.593 2.728 -3.031
C 1.798 -0.016 -5.385
C -3.600 3.311 3.619
C -0.735 -4.352 0.320
C 2.050 -1.018 -6.489
C -3.092 -2.620 3.501
C 3.998 -3.669 -3.727
C 4.208 -0.166 0.491
C -4.583 3.099 2.512
C -0.061 2.748 -2.845
C 4.564 0.315 -0.893
C 0.304 -0.107 3.567
C 2.680 -3.485 -3.076
C 0.235 3.654 2.829
C -2.839 -0.298 -1.129
H 1.652 2.234 0.763
H 2.728 0.585 -5.426
H -1.942 0.075 0.836
H -3.991 3.450 4.645
H -0.654 3.025 2.972
H -4.274 -0.025 4.242
H 4.353 -1.296 0.526
H 4.873 0.163 1.249
H 0.269 -2.694 1.331
H -5.370 3.836 2.660
H -3.903 -0.405 -0.722
H 1.904 -2.913 -3.544
H 1.441 1.133 5.541
H 1.298 4.323 1.164
H 0.166 3.605 -2.095
H -0.533 -4.959 1.194
H 0.137 -1.107 3.320
H -2.230 -3.601 2.190
H 1.010 2.621 4.342
H 1.323 -3.770 0.415
H 1.730 1.165 3.468
H 0.227 1.820 -2.376
H 1.016 0.650 -5.656
H 2.202 -4.464 -2.902
H 0.388 -0.851 5.561
H -0.265 1.280 -0.500
H -0.283 0.505 2.892
H -3.072 4.182 3.387
H -3.602 -0.921 2.208
H 4.066 -4.467 -4.498
H 1.990 -2.878 -1.346
H 2.354 -0.350 -3.506
H 5.595 0.077 -1.250
H -2.837 0.308 -2.045
H 2.294 -0.369 -7.392
H -1.849 2.072 -3.930
H 2.956 -1.588 -6.312
H -2.292 1.472 0.061
H 0.890 -2.531 -6.027
H -0.627 -5.060 -0.471
H 4.780 -3.842 -2.981
H 0.448 -1.441 -0.519
H -2.927 1.453 3.902
H -4.099 -2.969 3.169
H 3.632 -1.256 -1.548
H 4.504 -1.792 -4.176
H -1.349 -1.355 -1.448
H -2.055 2.339 -2.117
H -0.017 4.623 3.207
H 4.399 1.409 -0.991
H -3.081 -2.725 4.583
H -1.380 4.310 -3.948
H -1.918 -0.998 2.868
H 0.162 2.762 -4.762
H 2.583 0.197 1.650
H -5.898 1.756 1.920
H -1.178 0.042 5.219
H -4.017 3.178 1.504
H -0.380 4.007 0.757
H -2.137 -2.923 -0.089
```

## Properties
**Structure (SMILES)**: OCCO.OCCO.OCCO.OCCO.OCCO.OCCO.OCCO.OCCO.OCCO.OCCO
**LUMO**: 0.18 eV
**Frontier orbital gap**: 9.6 eV
**Spin multiplicity**: 1
**M**: 620.7 g mol⁻¹